Molecular formula: C20H60N5O9PPt
Method: DFT, ωB97M-V/def2-TZVPD

Its expectation value of S² is 2.01. Its HOMO-LUMO gap (spin up / spin down) is 5.7 / 4.2 eV. Its spin multiplicity is 3. Its charge is +4. For the LUMO energy (spin up / spin down), the calculation gives -13.079 / -14.569 eV.

```
96
Properties=species:S:1:pos:R:3:forces:R:3
Pt 2.5803 -1.0704 -2.3379 -0.8 -0.2 0.2
P 0.4471 -0.2479 -0.8011 -1.6 1.5 1.8
O 1.2573 0.4819 -1.9106 0.8 1.0 -1.5
O 0.8137 0.3526 0.5659 0.4 -0.5 -0.5
O 1.1854 -1.6444 -0.9625 0.7 -1.4 -0.2
O -1.0518 -0.2278 -1.0307 1.4 -0.5 -0.1
C 3.6229 0.7067 2.9125 -0.2 0.4 0.2
C 3.4853 -0.7845 2.7297 0.6 0.5 0.3
C 2.5813 -1.4882 3.7400 1.1 -1.6 -0.4
O 2.8539 -2.8683 3.4688 -0.5 0.4 -0.1
C 2.0876 -3.7594 4.2854 0.6 0.1 -0.1
N 3.0848 -1.1391 1.3101 0.0 0.2 0.2
H 3.7383 -0.7986 0.6059 0.3 0.2 0.4
H 3.0552 -2.1526 1.1801 -0.3 -0.1 0.4
H 2.1808 -0.6653 1.1044 -0.2 -0.2 -0.1
H 4.4452 1.1371 2.3373 -0.2 -0.1 -0.3
H 3.9258 0.8897 3.9446 -0.2 0.0 0.1
H 2.6908 1.2459 2.7322 0.0 0.1 0.0
H 4.4994 -1.1639 2.8534 -0.2 -0.5 0.1
H 1.4987 -1.3383 3.6942 0.0 0.6 -0.3
H 2.9483 -1.2601 4.7428 -0.1 0.3 0.1
H 2.4288 -4.7589 4.0271 -0.3 0.0 -0.1
H 1.0246 -3.6004 4.0858 -0.1 -0.2 0.1
H 2.3160 -3.6067 5.3419 -0.2 0.1 0.0
C -3.1441 -3.5311 1.6670 0.8 -0.7 0.2
C -1.6151 -3.4859 1.5068 -0.7 0.4 -0.5
C -0.9096 -4.8294 1.6499 0.3 0.4 0.5
O -0.8838 -5.4938 0.4265 -0.3 0.3 0.4
C -0.1518 -6.7132 0.4537 1.4 -0.5 -1.2
N -1.3352 -2.9377 0.1119 1.3 -0.8 1.0
H -1.6620 -1.9723 0.0321 -0.7 -0.3 -0.9
H -0.3251 -2.8741 -0.0450 0.1 -0.1 0.1
H -1.6106 -3.7019 -0.5140 -0.7 0.5 -0.5
H -3.5479 -4.3293 1.0402 0.0 0.0 -0.1
H -3.6583 -2.6032 1.4202 0.1 0.1 0.2
H -3.3321 -3.8525 2.6911 -0.3 0.3 0.0
H -1.1035 -2.7875 2.1708 -0.4 0.1 0.3
H -1.4078 -5.3837 2.4529 0.0 -0.1 -0.1
H 0.1193 -4.6110 1.9722 0.0 -0.2 0.1
H -0.7544 -7.6078 0.5918 -0.3 0.2 -0.1
H 0.7121 -6.7872 1.1246 -0.5 0.7 0.7
H 0.3890 -6.6950 -0.4967 -0.6 -0.6 -0.2
C -1.0330 0.9552 3.9791 0.0 0.5 0.1
C -1.9347 0.5182 2.8371 -0.7 0.1 0.9
C -3.4562 0.6708 3.1149 0.8 -0.4 -0.6
O -4.0717 0.3597 1.8891 -0.1 -0.9 -0.2
C -5.4999 0.5292 1.9500 0.1 0.6 -0.3
N -1.5868 1.2078 1.5393 -0.7 0.2 0.1
H -1.8882 2.1842 1.5322 0.4 0.2 0.4
H -0.5847 1.0739 1.2562 -0.4 0.0 0.1
H -2.1919 0.8062 0.8159 0.1 -0.3 0.0
H -1.0777 0.3403 4.8791 -0.1 -0.6 -0.4
H -1.3115 1.9218 4.4051 0.1 0.3 -0.5
H -0.0034 0.9631 3.6163 0.1 0.2 0.3
H -1.7607 -0.5395 2.6391 0.0 -0.1 -0.2
H -3.7865 1.6654 3.4322 0.4 0.1 0.2
H -3.6941 -0.0592 3.8943 -0.2 0.1 0.1
H -5.9984 -0.0978 2.6902 0.3 0.1 0.3
H -5.9431 0.2661 0.9922 0.3 0.1 -0.1
H -5.6112 1.6003 2.1329 -0.8 -0.1 0.2
C 2.2852 4.4291 1.1267 0.5 -0.9 -0.8
C 1.9218 4.1429 -0.3326 -0.6 1.2 -0.6
C 2.2681 5.3229 -1.2698 0.0 -0.2 1.1
O 2.1353 4.9162 -2.5906 -0.1 -0.2 -0.1
C 2.3484 5.8969 -3.6230 0.7 0.1 -0.7
N 2.4899 2.8413 -0.8498 -0.5 -0.3 -0.3
H 2.2343 2.0363 -0.2653 0.5 0.3 0.7
H 1.9951 2.5356 -1.6935 0.2 0.7 -0.4
H 3.4818 2.8977 -1.0825 0.1 0.0 0.3
H 1.7973 5.3235 1.5042 -0.3 -0.2 0.0
H 3.3584 4.6017 1.2322 0.0 0.0 -0.1
H 2.0579 3.5209 1.6876 -0.2 0.3 0.5
H 0.8472 4.0281 -0.4891 -0.1 -0.3 0.4
H 3.2564 5.6950 -0.9792 0.2 0.1 -0.5
H 1.5341 6.0771 -0.9683 0.1 0.3 -0.2
H 2.9195 6.7783 -3.3278 0.0 -0.2 0.6
H 1.4466 6.2715 -4.1053 -0.4 -0.3 0.4
H 2.9507 5.3903 -4.3748 -0.1 0.0 -0.1
C -2.1433 -1.1495 -4.0765 -0.8 0.1 0.1
C -1.2442 0.0077 -4.4949 0.7 -0.8 -0.4
C -1.4746 0.5313 -5.8887 -0.6 0.8 -0.9
O -0.6764 1.6714 -6.0892 0.8 0.2 0.4
C -0.4780 2.0755 -7.4456 0.4 -0.1 -1.0
N -1.2559 1.1789 -3.5218 0.0 -1.0 0.3
H -0.7187 1.9746 -3.8716 0.0 -0.1 -0.5
H -2.2247 1.4733 -3.3948 0.0 0.1 0.2
H -0.8627 0.8354 -2.6195 -0.7 0.3 -0.4
H -3.1822 -0.8366 -3.9504 0.0 0.1 0.2
H -1.8050 -1.6697 -3.1824 0.1 0.4 0.2
H -2.2013 -1.9529 -4.8130 0.3 0.4 -0.4
H -0.2439 -0.4328 -4.4928 0.3 0.6 0.2
H -2.5054 0.8646 -6.0624 -0.3 -0.6 0.1
H -1.2139 -0.2494 -6.6088 -0.2 -0.1 0.1
H 0.4359 2.6576 -7.5530 0.0 0.1 0.6
H -1.2747 2.6750 -7.8857 -0.4 -0.1 0.5
H -0.3042 1.2321 -8.1189 -0.2 -0.3 0.3
```
Positions in Å, forces in eV/Å.

Atom charges from the Löwdin analysis, given in e for atoms 1 to 5:
1. Pt 1.248
2. P 0.027
3. O -0.465
4. O -0.361
5. O -0.433


Molecular formula: C20H60O10
Method: DFT, ωB97M-V/def2-TZVPD

Its HOMO-LUMO gap is 9.9 eV. As for the SMILES: CCO.CCO.CCO.CCO.CCO.CCO.CCO.CCO.CCO.CCO. For the LUMO energy, the calculation gives 0.293 eV. The energy above the lowest of the compared OMol25 structures with the same formula, charge and spin comes out at 41.6 kcal/mol.

```
90
Properties=species:S:1:pos:R:3:forces:R:3
C 0.8940 -0.0598 -0.8770 -0.6 0.3 -0.2
C 0.4729 -0.8607 0.3593 1.7 0.7 -1.5
O -0.8848 -1.1246 0.2870 -0.8 0.5 0.1
H 0.5735 -0.6325 -1.7473 0.1 0.1 -0.2
H 1.9449 0.2057 -0.9925 0.2 -0.5 0.3
H 0.3919 0.9076 -0.8896 -0.3 0.0 -0.1
H 0.7194 -0.2462 1.2252 0.2 -0.5 0.4
H 0.9979 -1.8105 0.2570 0.5 -0.1 0.9
H -1.1832 -1.1108 1.1993 -0.9 -0.4 0.4
C 5.5697 1.6745 -1.5761 0.0 1.7 -0.2
C 6.4538 2.4498 -0.5587 -0.6 -1.3 0.9
O 7.8281 2.4989 -0.8886 -0.1 0.3 -0.6
H 5.2404 2.3631 -2.3543 0.5 0.0 -0.5
H 4.5837 1.4242 -1.1845 0.3 -0.4 0.7
H 6.0315 0.8050 -2.0437 0.1 0.2 0.4
H 6.3908 1.9285 0.3966 -0.1 -0.4 0.2
H 6.0919 3.4364 -0.2693 -0.3 0.3 -0.8
H 8.1528 3.2956 -0.4627 0.4 -0.1 -0.1
C -2.3016 -0.8117 -3.3368 0.7 0.8 0.8
C -2.1067 -1.8827 -4.3714 -0.6 -0.5 0.5
O -3.1609 -1.7915 -5.3028 -0.6 0.2 -0.6
H -1.5506 -0.9063 -2.5525 0.4 0.0 -0.1
H -3.2011 -0.8409 -2.7218 -0.5 -0.5 -0.6
H -2.2405 0.2013 -3.7344 0.1 0.0 -0.2
H -2.1710 -2.8302 -3.8364 0.1 -0.3 0.0
H -1.1452 -1.8712 -4.8846 0.2 0.4 0.1
H -2.9159 -2.1717 -6.1496 0.1 -0.1 0.1
C -2.1897 2.8557 -1.1332 -0.2 0.7 -0.4
C -2.8790 2.1817 0.0577 1.1 0.8 -0.1
O -2.8940 3.0574 1.1931 -0.8 -0.3 -0.3
H -1.2407 3.3175 -0.8609 0.3 -0.5 0.3
H -2.7101 3.7212 -1.5432 -0.6 -0.1 0.2
H -2.0332 2.1984 -1.9886 0.1 -0.3 0.2
H -2.2695 1.3057 0.2799 -0.2 -0.4 0.2
H -3.9016 1.8773 -0.1650 0.1 0.1 0.1
H -2.0018 3.1123 1.5432 0.5 0.1 0.0
C 2.1547 4.8954 0.7228 1.1 -0.2 -0.7
C 3.0091 3.7036 1.1335 -1.2 -0.2 0.0
O 2.1875 2.5341 0.9174 0.1 -0.1 0.0
H 2.0436 4.8397 -0.3601 -0.4 -0.1 0.0
H 2.7483 5.8015 0.8438 -0.3 0.2 0.5
H 1.1790 4.9269 1.2077 0.2 0.1 0.1
H 3.2575 3.7260 2.1946 0.3 0.2 0.0
H 3.8842 3.5988 0.4922 0.2 0.3 0.2
H 2.7657 1.7703 0.9796 -0.1 -0.2 0.0
C 4.3636 -1.0100 -3.1932 -1.0 0.3 0.5
C 3.5019 -2.2650 -3.2628 0.6 0.0 -0.7
O 4.1248 -3.0860 -4.2537 -0.1 -0.3 0.1
H 4.2519 -0.3846 -4.0789 0.2 -0.3 -0.2
H 5.4163 -1.2245 -3.0089 -0.1 -0.2 -0.1
H 3.9949 -0.3937 -2.3732 0.1 0.0 0.1
H 2.4686 -2.1009 -3.5686 -0.1 0.6 0.0
H 3.4296 -2.7704 -2.2998 0.3 -0.1 0.2
H 3.5104 -3.7810 -4.5009 0.0 -0.1 0.0
C -0.6243 -5.1569 -2.5399 0.4 0.0 0.0
C -0.2238 -3.8598 -1.8543 -0.5 -0.7 1.5
O -1.3800 -3.4494 -1.1241 -0.1 -0.2 -0.8
H -1.1532 -5.8128 -1.8484 -0.5 0.5 0.2
H 0.2148 -5.8083 -2.7842 0.3 0.4 -0.6
H -1.2501 -4.9011 -3.3950 0.0 -0.5 -0.1
H 0.1676 -3.0651 -2.4894 -0.2 0.0 -0.5
H 0.5384 -4.0559 -1.1002 0.5 -0.2 -0.1
H -1.2482 -2.5566 -0.7967 0.0 0.4 0.4
C -1.5529 2.0264 4.2524 0.2 0.1 0.1
C -0.6509 1.6063 3.1064 0.0 0.0 0.5
O -0.2303 2.7862 2.4113 -0.7 -0.3 0.5
H -0.9820 2.5919 4.9889 0.0 0.5 -0.2
H -1.9301 1.1964 4.8498 -0.2 -0.3 -0.4
H -2.3757 2.6108 3.8407 -0.1 0.1 0.3
H -1.1796 0.9079 2.4577 -0.1 0.1 -0.3
H 0.1938 1.0563 3.5211 0.3 0.0 -0.1
H 0.5372 2.5859 1.8706 0.5 -0.1 -0.3
C -4.8774 -0.3082 1.6886 -0.7 0.9 0.6
C -4.8339 0.6002 2.9470 1.1 -0.1 -2.5
O -4.3458 -0.2189 3.9434 0.0 -1.2 2.2
H -5.3662 0.3098 0.9355 0.0 -0.5 -0.4
H -5.4422 -1.2135 1.9109 -0.3 0.1 -0.1
H -3.8974 -0.6365 1.3422 0.0 0.3 0.1
H -5.7868 1.0884 3.1513 -0.1 -0.2 0.2
H -4.0455 1.3313 2.7680 -0.4 0.7 -0.2
H -4.3777 0.2309 4.7909 0.1 0.0 0.1
C -2.4634 -3.6409 4.1308 0.4 0.6 -0.1
C -1.6858 -2.2975 3.8879 -0.1 -0.9 1.2
O -2.1774 -1.5084 2.8545 0.2 0.0 -1.2
H -2.1644 -4.1655 5.0383 0.7 0.1 0.0
H -2.3324 -4.3097 3.2801 -0.1 0.0 0.0
H -3.5264 -3.5054 4.3300 -0.1 0.5 -0.5
H -0.6278 -2.4557 3.6787 0.0 -0.5 -0.1
H -1.6818 -1.6916 4.7940 -0.1 -0.1 0.4
H -2.8859 -0.9587 3.1971 -0.5 0.1 0.3
```
Positions in Å, forces in eV/Å.

Atom charges from the Löwdin analysis, given in e for atoms 1 to 5:
1. C -0.060
2. C -0.302
3. O -0.085
4. H 0.056
5. H 0.056


Total energy for the records above, in order: -2208.2151, -1550.2700 Eh
F_max for the records above, in order: 2.859, 2.701 eV/A